Formula: C4H10N2O
Source: the OMol25 dataset
Level of theory: ωB97M-V with the def2-TZVPD basis set

The calculation puts the LUMO energy at 0.8156 eV. The structure (SMILES) is NCCCC(N)=O. The maximum force is 5.171 eV Å⁻¹. The value obtained for the gap between HOMO and LUMO is 0.36685 hartree. Its spin multiplicity is 1. The energy relative to the best compared isomer or geometry (same formula, charge and spin) comes out at 245.1 kJ/mol.

Last column: natural (NBO) charge in e.
Cartesian coordinates (Å):
N: 1.5743 -2.0478 -0.8597  -0.87
C: 0.3050 -1.3808 -0.8203  -0.20
C: 0.3920 0.1775 -0.6412  -0.45
C: 0.1065 0.5580 0.8036  -0.50
C: -1.3157 0.9159 1.1266  0.67
N: -1.4625 2.1807 0.6855  -0.82
O: -2.0586 0.2433 1.8333  -0.60
H: 2.1084 -1.8227 0.0914  0.36
H: 1.4564 -3.0378 -1.1984  0.38
H: -0.4611 -1.7025 -0.1903  0.17
H: -0.0881 -1.4738 -1.9352  0.17
H: 0.0264 0.6355 -1.6494  0.23
H: 1.4107 0.3871 -0.7999  0.22
H: 0.9019 1.4027 1.2202  0.21
H: 0.2899 -0.2713 1.4552  0.23
H: -2.4055 2.4933 0.6267  0.39
H: -0.7800 2.7428 0.2521  0.40

---

Formula: C4H10N2O
Source: the OMol25 dataset
Level of theory: ωB97M-V with the def2-TZVPD basis set

The calculation puts the LUMO energy at 0.9521 eV. The structure (SMILES) is CNC(=O)[C@@H](C)N. The maximum force is 3.695 eV Å⁻¹. The value obtained for the gap between HOMO and LUMO is 0.37795 hartree. Its spin multiplicity is 1. The energy relative to the best compared isomer or geometry (same formula, charge and spin) comes out at 215.5 kJ/mol.

Last column: natural (NBO) charge in e.
Cartesian coordinates (Å):
C: -1.3865 0.9122 -1.6704  -0.46
N: -0.8206 -0.4784 -1.6121  -0.62
C: -0.2013 -0.9639 -0.4958  0.66
O: 0.1664 -2.1325 -0.5878  -0.64
C: 0.2622 -0.1821 0.8371  -0.12
C: 1.2836 -0.8426 1.7025  -0.64
N: 0.6058 1.1949 0.5336  -0.84
H: -1.0566 1.6639 -2.4530  0.20
H: -2.4275 0.8818 -1.6465  0.19
H: -1.1123 1.4332 -0.6971  0.25
H: -1.1193 -1.0909 -2.3852  0.41
H: -0.7191 -0.1001 1.3144  0.20
H: 2.3376 -0.8634 1.3418  0.24
H: 0.7005 -1.7968 1.9778  0.24
H: 1.1080 -0.3931 2.7304  0.21
H: 1.1186 1.5419 1.3700  0.36
H: 1.2606 1.2158 -0.2598  0.36

---

Formula: C4H10N2O
Source: the OMol25 dataset
Level of theory: ωB97M-V with the def2-TZVPD basis set

The calculation puts the LUMO energy at 0.8941 eV. The structure (SMILES) is CCCNC(N)=O. The maximum force is 2.804 eV Å⁻¹. The value obtained for the gap between HOMO and LUMO is 0.38652 hartree. Its spin multiplicity is 1. The energy relative to the best compared isomer or geometry (same formula, charge and spin) comes out at 97.1 kJ/mol.

Last column: natural (NBO) charge in e.
Cartesian coordinates (Å):
C: -2.0179 -0.4462 -1.4252  -0.64
C: -0.8659 -1.2475 -0.7060  -0.42
C: -0.3271 -0.6472 0.5899  -0.21
N: 0.5210 0.5760 0.3001  -0.66
C: 1.6068 0.6991 1.0993  0.78
N: 2.4403 1.8140 0.9342  -0.85
O: 1.9419 -0.1297 1.9293  -0.66
H: -2.7990 -1.1811 -1.5797  0.22
H: -1.5904 -0.1400 -2.3709  0.21
H: -2.5274 0.3857 -0.8684  0.21
H: -0.9488 -2.3173 -0.4063  0.22
H: -0.0804 -1.2300 -1.4848  0.20
H: 0.3313 -1.4026 1.0196  0.23
H: -1.0910 -0.3354 1.2826  0.19
H: 0.2661 0.9511 -0.5981  0.40
H: 2.1005 2.6846 0.5564  0.38
H: 3.0400 1.9665 1.7280  0.40

---

Formula: C4H10N2O
Source: the OMol25 dataset
Level of theory: ωB97M-V with the def2-TZVPD basis set

The calculation puts the LUMO energy at 0.7140 eV. The structure (SMILES) is CCNC(=O)CN. The maximum force is 1.860 eV Å⁻¹. The value obtained for the gap between HOMO and LUMO is 0.36700 hartree. Its spin multiplicity is 1. The energy relative to the best compared isomer or geometry (same formula, charge and spin) comes out at 128.8 kJ/mol.

Last column: natural (NBO) charge in e.
Cartesian coordinates (Å):
C: 0.0508 -2.0103 1.6378  -0.62
C: -0.4311 -1.7552 0.2103  -0.22
N: -1.0773 -0.4574 0.0835  -0.63
C: -0.5162 0.7299 -0.3336  0.66
O: -1.2572 1.6674 -0.5702  -0.61
C: 0.9663 0.9784 -0.0172  -0.32
N: 1.8427 1.3118 -1.1327  -0.83
H: 0.4758 -1.0846 2.0334  0.21
H: -0.8087 -2.1719 2.2879  0.21
H: 0.7022 -2.8713 1.7686  0.22
H: -1.2148 -2.4829 0.0077  0.21
H: 0.3575 -1.8432 -0.5330  0.19
H: -2.0646 -0.3865 -0.1247  0.40
H: 0.8198 1.8466 0.6229  0.21
H: 1.4000 0.1812 0.5817  0.19
H: 1.3611 1.3310 -2.0225  0.37
H: 2.5870 0.6325 -1.2329  0.36

---

Formula: C4H10N2O
Source: the OMol25 dataset
Level of theory: ωB97M-V with the def2-TZVPD basis set

The calculation puts the LUMO energy at 0.9248 eV. The structure (SMILES) is [H]/N=C(/CC)CON. The maximum force is 3.335 eV Å⁻¹. The value obtained for the gap between HOMO and LUMO is 0.37316 hartree. Its spin multiplicity is 1. The energy relative to the best compared isomer or geometry (same formula, charge and spin) comes out at 382.0 kJ/mol.

Last column: natural (NBO) charge in e.
Cartesian coordinates (Å):
H: -0.4268 -2.4946 -0.1586  0.33
N: -0.9095 -1.6099 -0.3124  -0.67
C: -0.1688 -0.5752 -0.1340  0.35
C: -0.8300 0.7791 -0.2501  -0.48
C: -1.7052 1.0832 0.9652  -0.59
C: 1.1566 -0.5639 0.6892  -0.14
O: 2.0740 0.1238 -0.1354  -0.41
N: 1.6122 -0.3695 -1.5089  -0.53
H: -1.4524 0.7787 -1.1467  0.22
H: -0.0540 1.5393 -0.3450  0.20
H: -2.1530 2.0708 0.8709  0.21
H: -2.4919 0.3371 1.0572  0.22
H: -1.1166 1.0780 1.8818  0.20
H: 1.4992 -1.5952 0.8525  0.17
H: 1.0670 -0.0001 1.6198  0.20
H: 2.3499 -1.0090 -1.8022  0.36
H: 1.5493 0.4271 -2.1434  0.36

---

Formula: C4H10N2O
Source: the OMol25 dataset
Level of theory: ωB97M-V with the def2-TZVPD basis set

As for the expectation value of S²: 0.757. The calculation puts the LUMO energy (alpha / beta) at -3.4356 / -8.8978 eV. Its total charge is +1. The maximum force is 1.895 eV Å⁻¹. The value obtained for the gap between HOMO and LUMO (alpha / beta) is 0.41244 / 0.18261 hartree. Its spin multiplicity is 2. The energy relative to the best compared isomer or geometry (same formula, charge and spin) comes out at 157.5 kJ/mol.

Last column: Löwdin spin population.
Cartesian coordinates (Å):
N: 0.6010 -1.2423 0.2551  0.48
C: -0.2164 -0.1728 -0.1813  0.10
C: -0.8357 0.4865 1.0664  0.05
C: -1.8148 -0.4909 1.6818  0.02
O: -2.9923 -0.3618 1.6442  0.09
C: 0.5371 0.8839 -1.0347  0.10
N: 1.4125 0.2427 -1.9993  0.09
H: 0.8276 -2.0195 -0.3777  0.01
H: 1.3191 -1.0264 0.9520  0.01
H: -0.9982 -0.6423 -0.7966  0.01
H: -1.2996 1.4338 0.8065  0.00
H: -0.0437 0.7077 1.7866  0.00
H: -1.3721 -1.3674 2.1990  0.02
H: -0.1909 1.4609 -1.5966  0.00
H: 1.0643 1.5805 -0.3829  0.01
H: 1.9608 0.9380 -2.4892  0.00
H: 2.0414 -0.4106 -1.5335  0.00

---

Formula: C4H10N2O2
Source: the OMol25 dataset
Level of theory: ωB97M-V with the def2-TZVPD basis set

The calculation puts the LUMO energy at 0.7355 eV. The structure (SMILES) is CN[C@H](CO)C(N)=O. The maximum force is 3.373 eV Å⁻¹. The value obtained for the gap between HOMO and LUMO is 0.34156 hartree. Its spin multiplicity is 1. The energy relative to the best compared isomer or geometry (same formula, charge and spin) comes out at 237.5 kJ/mol.

Last column: natural (NBO) charge in e.
Cartesian coordinates (Å):
C: 2.3886 0.0448 -0.9471  -0.42
N: 1.2407 0.6569 -0.3479  -0.64
C: 0.1082 -0.2240 -0.0133  -0.15
C: -0.8091 -0.4999 -1.2219  -0.09
O: -1.1667 -1.8808 -1.3569  -0.71
C: -0.5283 0.6078 1.1074  0.69
N: -0.8410 0.0325 2.3217  -0.82
O: -0.8060 1.7456 0.7897  -0.62
H: 2.5680 -1.0115 -0.7401  0.20
H: 3.3197 0.6205 -0.6087  0.19
H: 2.4765 0.3077 -2.0197  0.18
H: 0.9068 1.5259 -0.7559  0.40
H: 0.4795 -1.2353 0.3834  0.17
H: -1.7969 -0.0432 -0.9672  0.20
H: -0.3407 -0.1784 -2.1996  0.18
H: -0.3821 -2.3508 -1.0511  0.45
H: -0.6336 -0.9463 2.3606  0.39
H: -1.0304 0.5893 3.1319  0.41

---

Formula: C4H10N2O2
Source: the OMol25 dataset
Level of theory: ωB97M-V with the def2-TZVPD basis set

The calculation puts the LUMO energy at 0.7537 eV. The structure (SMILES) is O=C1CNCCN1.O. The maximum force is 0.970 eV Å⁻¹. The value obtained for the gap between HOMO and LUMO is 0.36830 hartree. Its spin multiplicity is 1. The energy relative to the best compared isomer or geometry (same formula, charge and spin) comes out at 122.4 kJ/mol.

Last column: natural (NBO) charge in e.
Cartesian coordinates (Å):
O: 0.4683 -1.1173 1.9169  -0.62
C: 0.1626 -0.7416 0.7888  0.67
C: 1.1785 -0.7136 -0.3363  -0.33
N: 0.5595 -0.7621 -1.6468  -0.62
C: -0.4557 0.2651 -1.7948  -0.23
C: -1.5970 -0.0481 -0.8455  -0.22
N: -1.0801 -0.2700 0.5030  -0.62
H: 1.7794 0.2053 -0.1701  0.20
H: 1.8489 -1.5697 -0.1941  0.23
H: 1.2659 -0.6886 -2.3704  0.37
H: -0.0610 1.2791 -1.5825  0.16
H: -0.8353 0.2645 -2.8238  0.21
H: -2.3093 0.7868 -0.8131  0.20
H: -2.1349 -0.9447 -1.1892  0.19
H: -1.7607 -0.3950 1.2451  0.40
O: 1.3590 1.6041 3.0415  -0.94
H: 0.5561 1.8457 2.5454  0.46
H: 1.0560 1.0002 3.7260  0.48

---

Formula: C4H10N2O2
Source: the OMol25 dataset
Level of theory: ωB97M-V with the def2-TZVPD basis set

The calculation puts the LUMO energy at 0.1445 eV. The maximum force is 6.568 eV Å⁻¹. The value obtained for the gap between HOMO and LUMO is 0.35043 hartree. Its spin multiplicity is 1. The energy relative to the best compared isomer or geometry (same formula, charge and spin) comes out at 832.2 kJ/mol.

Last column: natural (NBO) charge in e.
Cartesian coordinates (Å):
C: -2.3289 -0.9100 -0.2800  -0.64
C: -1.0918 -0.5943 0.5047  -0.25
C: 1.0550 0.1807 -0.6543  -0.31
C: 1.9554 0.6811 0.3269  -0.06
H: -1.7440 -1.6266 -0.9197  0.21
H: -3.3781 -1.3567 0.2154  0.23
H: -2.6804 -0.0437 -0.8008  0.23
H: -1.5084 -0.1988 1.5378  0.23
H: -0.3095 -1.4793 0.6170  0.20
H: 1.3588 -0.8872 -0.8730  0.22
H: 1.2579 0.6397 -1.5847  0.23
H: 1.6315 0.7400 1.6199  0.19
H: 2.0416 1.9830 0.1854  0.19
H: 3.2543 -1.0332 0.6396  0.46
N: -0.2529 0.4191 -0.2579  -0.25
N: -0.7313 1.6687 -0.4434  0.24
O: 3.1938 -0.0099 -0.0836  -0.72
O: -1.7230 1.8274 0.2506  -0.41

---

Formula: C4H10N2O2
Source: the OMol25 dataset
Level of theory: ωB97M-V with the def2-TZVPD basis set

The calculation puts the LUMO energy at 0.7382 eV. The structure (SMILES) is CC(N)=O.CC(N)=O. The maximum force is 4.652 eV Å⁻¹. The value obtained for the gap between HOMO and LUMO is 0.37412 hartree. Its spin multiplicity is 1. The energy relative to the best compared isomer or geometry (same formula, charge and spin) comes out at 93.6 kJ/mol.

Last column: natural (NBO) charge in e.
Cartesian coordinates (Å):
C: 0.6604 -2.9582 -0.9548  -0.72
C: 1.9194 -2.5573 -0.1078  0.67
N: 2.0095 -3.2011 1.0208  -0.80
O: 2.5363 -1.5436 -0.4336  -0.64
H: 0.4270 -4.0356 -0.9198  0.20
H: 0.7726 -2.6566 -2.0098  0.24
H: -0.1849 -2.4007 -0.5176  0.24
H: 1.3436 -3.9383 1.2649  0.40
H: 2.7318 -2.9223 1.6894  0.41
C: -2.1469 3.6969 0.2113  -0.71
C: -1.3814 2.4031 0.4619  0.66
N: -0.2465 2.2138 -0.1930  -0.83
O: -1.8360 1.5546 1.1492  -0.61
H: -3.1991 3.7796 0.5317  0.24
H: -2.0924 3.8957 -0.8723  0.21
H: -1.5568 4.4644 0.7399  0.23
H: -0.1213 2.7972 -1.0239  0.39
H: 0.3647 1.4084 -0.0366  0.42

---

Formula: C4H10N2O2
Source: the OMol25 dataset
Level of theory: ωB97M-V with the def2-TZVPD basis set

The calculation puts the LUMO energy at -2.0346 eV. The maximum force is 2.632 eV Å⁻¹. The value obtained for the gap between HOMO and LUMO is 0.17235 hartree. Its spin multiplicity is 1. The energy relative to the best compared isomer or geometry (same formula, charge and spin) comes out at 646.2 kJ/mol.

Last column: natural (NBO) charge in e.
Cartesian coordinates (Å):
O: 2.5248 0.2517 0.0801  -0.57
C: 1.4402 0.7579 0.0453  0.69
O: 1.2708 1.8688 -0.7024  -0.66
C: 0.2256 0.1131 0.4788  0.27
C: -1.0812 0.5610 0.0938  -0.49
C: -2.2399 -0.3089 0.5050  -0.25
N: -2.1749 -1.2363 -0.5865  -0.89
N: 0.3424 -1.1828 0.8665  -0.72
H: 2.1826 2.1282 -0.9102  0.50
H: -0.6679 -2.9680 -1.9797  -0.01
H: -1.1403 1.6263 0.3797  0.28
H: -1.0677 0.6856 -1.0200  0.31
H: -3.1458 0.2921 0.5718  0.18
H: -1.9539 -0.7499 1.4685  0.17
H: -1.2393 -3.1065 -2.4230  0.01
H: -3.0974 -1.5049 -0.9138  0.33
H: -0.2487 -1.7038 0.2129  0.45
H: 1.3261 -1.3878 0.6663  0.40

---

Formula: C4H10N2O2
Source: the OMol25 dataset
Level of theory: ωB97M-V with the def2-TZVPD basis set

The calculation puts the LUMO energy at 0.8005 eV. The structure (SMILES) is C[C@@H](O)C(=O)N(C)N. The maximum force is 7.432 eV Å⁻¹. The value obtained for the gap between HOMO and LUMO is 0.33415 hartree. Its spin multiplicity is 1. The energy relative to the best compared isomer or geometry (same formula, charge and spin) comes out at 439.5 kJ/mol.

Last column: natural (NBO) charge in e.
Cartesian coordinates (Å):
C: 2.4633 -0.3914 -0.7473  -0.66
C: 1.4392 0.1025 0.2400  0.02
O: 1.4359 1.4897 0.3954  -0.73
C: -0.1892 -0.6944 -0.3151  0.66
O: -0.1818 -1.5228 -1.1799  -0.62
N: -1.0769 0.0673 0.2217  -0.29
C: -2.7318 -0.4386 -0.2364  -0.42
N: -1.0942 0.5735 1.5462  -0.65
H: 2.2353 -0.0212 -1.7489  0.21
H: 2.4554 -1.4775 -0.7844  0.24
H: 3.4665 -0.0570 -0.4669  0.21
H: 1.5509 -0.3271 1.2364  0.18
H: 1.5068 1.8995 -0.4755  0.47
H: -3.2857 0.4877 -0.3738  0.20
H: -3.1315 -1.0423 0.5743  0.21
H: -2.6143 -1.0090 -1.1513  0.23
H: -0.3128 1.2143 1.6517  0.38
H: -1.9352 1.1468 1.6140  0.36

---

Formula: C4H10N2O2
Source: the OMol25 dataset
Level of theory: ωB97M-V with the def2-TZVPD basis set

The calculation puts the LUMO energy at -0.0787 eV. The maximum force is 4.580 eV Å⁻¹. The value obtained for the gap between HOMO and LUMO is 0.35573 hartree. Its spin multiplicity is 1. The energy relative to the best compared isomer or geometry (same formula, charge and spin) comes out at 591.2 kJ/mol.

Last column: natural (NBO) charge in e.
Cartesian coordinates (Å):
N: 2.4890 -0.9712 0.4589  -0.85
C: 1.4431 -0.1317 1.1164  -0.30
C: 0.9294 0.5790 -0.1843  0.48
N: -0.3690 0.2972 -0.8010  -0.50
C: -1.1483 -0.8872 -0.5355  -0.30
C: -2.3940 -0.6025 0.2644  -0.09
O: -2.8111 0.8270 0.0987  -0.71
O: 1.8236 1.3097 -0.6702  -0.57
H: 3.0899 -1.3620 1.1832  0.36
H: 3.0640 -0.4502 -0.2027  0.39
H: 0.8243 -0.8005 1.6579  0.20
H: 1.8367 0.7219 1.6819  0.21
H: 0.6911 -0.3634 -0.9220  0.43
H: -1.3591 -1.4583 -1.4331  0.22
H: -0.5684 -1.6660 0.0160  0.20
H: -3.2711 -1.1633 -0.0637  0.20
H: -2.2765 -0.6879 1.3735  0.18
H: -1.9480 1.1064 -0.3213  0.47

---

Formula: C4H10N2O2
Source: the OMol25 dataset
Level of theory: ωB97M-V with the def2-TZVPD basis set

The calculation puts the LUMO energy at 0.7014 eV. The maximum force is 2.373 eV Å⁻¹. The value obtained for the gap between HOMO and LUMO is 0.27869 hartree. Its spin multiplicity is 1. The energy relative to the best compared isomer or geometry (same formula, charge and spin) comes out at 514.1 kJ/mol.

Last column: natural (NBO) charge in e.
Cartesian coordinates (Å):
C: 1.5034 -0.2364 -0.0859  -0.05
C: -0.9367 2.1970 0.2585  -0.44
C: -1.3441 -2.4132 0.3270  -0.72
N: -0.0601 1.9036 -0.8366  -0.48
C: -0.0217 -1.9421 -0.2208  0.80
N: 1.1619 1.5966 -0.4783  -0.35
O: 0.2461 -0.6921 0.2518  -0.51
O: 0.5990 -2.5141 -1.0796  -0.58
H: 1.5083 1.9689 0.4315  0.35
H: 1.8212 1.6935 -1.2535  0.40
H: 1.9009 -0.6415 -1.0101  0.19
H: 2.1897 -0.2038 0.7509  0.16
H: -1.5899 1.3488 0.4962  0.18
H: -1.5674 3.0299 -0.0454  0.20
H: -0.3944 2.4701 1.1780  0.14
H: -2.1216 -2.1298 -0.3827  0.25
H: -1.3416 -3.4962 0.4208  0.24
H: -1.5530 -1.9391 1.2782  0.23